*a*
17
Properties=species:S:1:pos:R:3:lowdin_charge:R:1 method="wB97M-V/def2-TZVPD" homo_lumo_gap_ev=8.538 lumo_energy_ev=-0.0969 smiles="O=CC1=CCC=CC=C1"
O -0.28 -2.88 -1.03 0.03
C -0.96 -1.89 -0.92 -0.23
C -0.41 -0.60 -0.34 -0.18
C 0.61 -0.78 0.65 -0.05
C 1.20 0.17 1.66 -0.16
C 1.45 1.52 0.68 -0.04
C 0.49 2.20 0.00 -0.14
C -0.92 1.93 -0.35 -0.07
C -1.27 0.58 -0.51 -0.06
H -2.04 -1.85 -1.12 0.11
H 1.02 -1.89 0.68 0.14
H 2.29 -0.29 1.93 0.13
H 0.52 0.46 2.70 0.17
H 2.48 1.62 0.56 0.06
H 0.74 3.06 -0.48 0.06
H -1.61 2.85 -0.40 0.12
H -2.28 0.34 -0.87 0.09

*b*
17
Properties=species:S:1:pos:R:3:lowdin_charge:R:1 method="wB97M-V/def2-TZVPD" homo_lumo_gap_ev=8.648 lumo_energy_ev=-0.2795
C 0.14 -1.83 -0.92 0.02
C 0.35 -0.85 -1.79 0.02
C -0.27 -1.47 2.08 0.05
C 1.50 3.41 0.10 -0.18
C -1.23 -1.05 1.21 -0.03
C 0.30 3.64 0.49 0.05
C -0.98 -1.10 -0.25 -0.45
C -0.73 0.06 -1.14 -0.12
O -1.91 -0.79 -1.23 0.02
H 0.63 -2.77 -0.93 0.10
H 0.86 -0.67 -2.67 0.07
H -0.24 -1.46 3.15 0.05
H 0.64 -1.87 1.79 0.03
H 2.55 3.75 -0.03 0.07
H 1.37 2.32 -0.28 0.07
H -2.03 -0.48 1.43 0.07
H -0.95 1.17 -1.01 0.16

Energies in kcal/mol, measured from the most stable structure: *a* 0.0; *b* 120.5.